Here is 4 unconnected molecules or ions with the total composition C15H28Cl7FI2N3O3P2 from the Open Molecules 2025 dataset. Energies are from ωB97M-V with the def2-TZVPD basis set.

Calculated values
ΔE to the lowest compared entry with this formula, charge and spin	0.00	kJ/mol
molecular weight	881.3	g/mol
highest occupied orbital energy	-11.66	eV
max |F|	0.0155	hartree/bohr
frontier orbital gap	8.36	eV
lowest unoccupied orbital energy	-0.121	Eh

The geometry in ORCA input format:
```
! wB97M-V def2-TZVPD RIJCOSX def2/J DEFGRID3
* xyz 1 1
C -3.09 -1.36 0.91
C -3.03 -0.67 -0.45
Cl -3.27 1.09 -0.15
C -1.73 -0.84 -1.24
N -0.52 -0.63 -0.46
C 0.11 -1.50 0.43
C -0.24 -2.92 0.74
C -0.73 -3.78 -0.43
C -0.56 -5.27 -0.17
I -1.50 -5.90 1.63
C 1.15 -0.82 0.97
P 2.33 -1.44 2.21
N 3.03 -2.70 1.72
O 1.35 -1.66 3.45
O 3.26 -0.20 2.59
N 1.12 0.40 0.36
F 2.03 1.36 0.59
C 0.14 0.53 -0.51
P -0.20 2.03 -1.60
O 0.50 3.16 -0.68
I 1.58 1.55 -3.16
H -2.89 -2.42 0.84
H -4.10 -1.25 1.30
H -2.41 -0.89 1.61
H -3.86 -1.01 -1.06
H -1.74 -0.08 -2.02
H -1.70 -1.79 -1.76
H 0.69 -3.37 1.10
H -0.92 -2.95 1.59
H -0.16 -3.51 -1.32
H -1.78 -3.59 -0.65
H 0.49 -5.57 -0.17
H -1.05 -5.83 -0.96
H 4.04 -2.63 1.73
H 1.44 -0.98 4.13
H 2.78 0.57 2.93
H -0.18 3.57 -0.11
Cl 2.91 3.38 -6.31
C 4.55 3.49 -5.62
C 5.30 2.19 -5.75
Cl 4.60 0.91 -4.72
H 4.45 3.79 -4.59
H 5.07 4.27 -6.17
H 6.33 2.33 -5.42
H 5.30 1.82 -6.77
Cl 4.08 1.71 5.33
C 4.56 2.83 4.03
C 3.61 3.98 3.91
Cl 2.02 3.42 3.30
H 4.60 2.27 3.10
H 5.57 3.18 4.26
H 3.99 4.70 3.19
H 3.45 4.48 4.86
Cl -6.90 -1.68 -0.13
C -6.93 0.08 -0.44
C -8.07 0.77 0.25
Cl -9.64 0.33 -0.46
H -6.97 0.23 -1.51
H -5.98 0.45 -0.06
H -7.96 1.85 0.14
H -8.10 0.53 1.31
*
```

These are the Löwdin partial charges, in e, on atoms 1 to 8:
1 C -0.1149
2 C -0.6464
3 Cl 0.6378
4 C -0.1586
5 N 0.0243
6 C -0.1463
7 C -0.1825
8 C -0.3152